Formula: C39H73Br3ClFN3O20P2
Source: the Open Molecules 2025 dataset
Level of theory: ωB97M-V with the def2-TZVPD basis set

Summary:
Relative energy (zero: lowest compared OMol25 entry of this formula, charge and spin) = 0.1 kcal per mole
Orbital gap = 8.88 eV
LUMO level = -2.413 eV
Total charge = +1

Each line ends with the Löwdin charge.
Element x y z (Å)
C  -6.17893  -0.33453  -3.36495  -0.08
O  -4.82014  -0.48074  -3.74380  -0.22
C  -4.39070  -1.81282  -3.58660  -0.21
C  -3.02865  -2.00556  -4.27475  -0.11
C  -2.71760  -3.51976  -4.44050  -0.45
N  -2.07953  -3.78106  -5.67335  0.14
O  -3.93790  -4.26611  -4.27300  -0.12
C  -4.60115  -4.77304  -5.41625  -0.13
C  -5.15407  -3.75390  -6.43447  -0.39
C  -4.76045  -4.05732  -7.88950  -0.03
O  -6.56660  -3.74316  -6.24060  -0.03
C  -1.92474  -4.02546  -3.19761  -0.20
C  -1.83217  -5.57931  -3.37343  -0.15
C  -2.80896  -6.47897  -2.54908  -0.05
C  -3.43576  -5.86359  -1.31202  -0.54
O  -4.17740  -4.94378  -1.31581  0.14
O  -3.05585  -6.37769  -0.12207  0.11
C  -0.61871  -3.22816  -2.75318  -0.28
C  0.42066  -3.52610  -3.86385  -0.18
C  1.86356  -3.06213  -3.96937  -0.83
O  2.69819  -3.27203  -3.19082  0.01
Cl  2.30148  -2.41220  -5.54509  0.74
P  -0.00146  -4.53155  -1.28433  0.72
O  -0.87464  -4.26255  0.03909  -0.54
Br  1.88859  -3.98812  -0.34434  0.69
N  -1.02218  -1.69159  -2.45663  0.00
C  -1.87408  -1.67046  -1.09611  -0.57
Br  -3.31089  -0.37598  -0.85865  0.95
C  -1.02836  -1.64802  0.19730  -0.68
C  -0.62683  -0.30426  0.80877  -0.15
Br  -2.21474  -2.53466  1.51127  0.90
N  0.15032  -0.83317  -2.36057  -0.09
C  -0.03069  0.59822  -2.12336  -0.06
C  1.49251  -1.18440  -1.87551  -0.49
C  2.57832  -0.60273  -2.72665  0.00
O  1.66690  -1.63890  -0.79287  -0.13
C  -1.81378  -1.17265  -3.79708  -0.36
F  -2.34202  0.05542  -3.49858  -0.08
P  -0.52731  -0.57980  -5.15607  0.99
C  -0.88371  -1.30507  -6.78937  -0.31
C  -1.16476  1.09380  -5.53533  -0.26
H  -6.38761  0.73514  -3.28937  0.10
H  -6.84657  -0.77432  -4.11765  0.09
H  -6.37372  -0.80466  -2.39032  0.09
H  -4.39838  -2.13265  -2.53449  0.09
H  -5.11707  -2.46164  -4.08342  0.12
H  -3.18545  -1.60281  -5.28856  0.13
H  -2.38111  -3.26450  -6.47882  0.07
H  -1.74544  -4.70953  -5.86502  0.11
H  -5.47895  -5.28141  -4.99966  0.15
H  -4.03132  -5.56331  -5.92804  0.12
H  -4.76664  -2.75045  -6.19996  0.12
H  -5.58537  -3.83065  -8.57266  0.09
H  -3.93049  -3.41182  -8.20548  0.07
H  -4.43336  -5.08922  -8.03780  0.08
H  -6.96446  -3.13269  -6.87428  0.10
H  -2.66585  -3.86646  -2.40870  0.10
H  -2.10079  -5.78237  -4.41509  0.10
H  -0.83988  -6.02641  -3.33811  0.08
H  -3.63152  -6.81354  -3.18946  0.13
H  -2.28647  -7.39674  -2.25092  0.12
H  -2.59467  -7.22251  -0.22225  0.13
H  -0.02414  -3.42364  -4.85467  0.07
H  0.57523  -4.61292  -3.75444  0.11
H  -1.83592  -4.38401  -0.00102  -0.02
H  -2.44065  -2.60179  -1.10289  0.03
H  -0.16715  -2.30769  0.12664  0.02
H  0.45776  -0.18245  0.74259  0.08
H  -0.86848  -0.26964  1.87253  0.07
H  -1.09136  0.55950  0.34053  0.04
H  0.26792  1.20557  -2.98546  0.09
H  0.59716  0.94596  -1.29362  0.11
H  -1.03394  0.89137  -1.85061  0.05
H  2.20959  -0.26408  -3.69471  0.06
H  3.38000  -1.33475  -2.83185  0.09
H  2.95267  0.27282  -2.18025  0.11
H  -0.48228  -2.30568  -6.92356  0.02
H  -0.35752  -0.63409  -7.48116  0.06
H  -1.94250  -1.27548  -7.08640  0.04
H  -2.18741  1.06270  -5.93558  0.06
H  -1.17674  1.74837  -4.67052  0.02
H  -0.50843  1.46684  -6.32602  0.05
C  1.28790  6.66799  1.95084  -0.06
C  2.00705  5.81295  0.93504  -0.20
O  1.14653  4.78924  0.38799  0.03
C  0.32032  5.19399  -0.56909  -0.61
O  0.23971  6.29675  -1.04066  0.13
O  -0.42448  4.14027  -0.94514  -0.02
C  -1.39856  4.45143  -1.94557  -0.04
H  0.84776  6.04483  2.72979  0.08
H  1.98978  7.35973  2.41575  0.08
H  0.48947  7.24366  1.48378  0.08
H  2.82498  5.26466  1.39802  0.12
H  2.41640  6.41135  0.12210  0.12
H  -0.94153  4.95393  -2.79567  0.10
H  -2.18930  5.07588  -1.53396  0.10
H  -1.81737  3.49893  -2.26552  0.08
C  -5.27725  -3.37508  8.18837  -0.06
C  -5.70182  -2.03813  7.62455  -0.21
O  -5.15437  -1.81434  6.31057  0.04
C  -5.79764  -2.41828  5.31596  -0.61
O  -6.78580  -3.09996  5.40765  0.13
O  -5.16010  -2.13359  4.17450  -0.01
C  -5.72508  -2.74930  3.01589  -0.05
H  -4.19053  -3.46502  8.17552  0.08
H  -5.62393  -3.47146  9.21705  0.08
H  -5.69670  -4.19334  7.60446  0.08
H  -5.31227  -1.21882  8.22522  0.12
H  -6.78643  -1.94661  7.58428  0.12
H  -6.78971  -2.53964  2.93837  0.10
H  -5.56568  -3.82691  3.03925  0.10
H  -5.20025  -2.31901  2.16692  0.05
C  5.02610  9.27955  6.85809  -0.06
C  5.45171  9.41902  5.41414  -0.21
O  6.36030  8.37160  5.02334  0.04
C  5.79691  7.20444  4.72406  -0.61
O  4.61795  6.95515  4.72700  0.12
O  6.77274  6.34287  4.42513  -0.03
C  6.32893  5.01094  4.14563  -0.03
H  5.89995  9.22927  7.50837  0.08
H  4.42120  10.13723  7.15169  0.08
H  4.43738  8.37480  7.00434  0.08
H  6.01221  10.33832  5.25802  0.12
H  4.59479  9.42322  4.74149  0.12
H  5.55117  5.01625  3.38526  0.09
H  5.95860  4.53684  5.05334  0.10
H  7.20460  4.48050  3.78293  0.10
C  11.36259  1.76413  9.09096  -0.06
C  10.33561  1.42032  8.03558  -0.21
O  9.34169  2.45194  7.90106  0.03
C  9.71093  3.50667  7.17393  -0.61
O  10.76676  3.64785  6.61113  0.12
O  8.70371  4.37977  7.16605  0.01
C  8.97188  5.59382  6.45163  -0.03
H  10.87221  1.98862  10.03867  0.08
H  12.04120  0.92400  9.23838  0.08
H  11.94775  2.63307  8.79310  0.08
H  9.77188  0.53210  8.31475  0.12
H  10.80303  1.23890  7.06834  0.12
H  9.31920  5.38155  5.44355  0.10
H  9.71682  6.18399  6.98355  0.10
H  8.03466  6.13672  6.41992  0.08